This record from the Open Molecules 2025 dataset describes an isolated molecule of C3H4N2S at a distorted geometry. The level of theory is the ωB97M-V functional and the def2-TZVPD basis.

Properties
* frontier orbital gap: 0.314 hartree
* energy relative to the best compared isomer or geometry (same formula, charge and spin): 4.280 eV
* strongest force on any atom: 3.83 eV Å⁻¹
* highest occupied orbital energy: -7.86 eV

Geometry as ORCA input:
```
! wB97M-V def2-TZVPD RIJCOSX def2/J DEFGRID3
* xyz 0 1
N -1.890 1.940 0.486
C -1.260 1.158 -0.128
C -0.690 0.149 -0.718
N 0.533 -0.368 -0.887
C 1.496 -0.789 -0.225
S 1.418 -0.970 1.699
H -2.686 1.933 1.048
H -1.322 -0.022 -1.587
H 2.395 -1.026 -0.725
H 2.005 -2.005 1.037
*
```


This record from the Open Molecules 2025 dataset describes the ion C2HO2S2 with charge -1 at a distorted geometry. The level of theory is the ωB97M-V functional and the def2-TZVPD basis.

Properties
* frontier orbital gap: 0.269 hartree
* energy relative to the best compared isomer or geometry (same formula, charge and spin): 1.221 eV
* strongest force on any atom: 3.03 eV Å⁻¹
* highest occupied orbital energy: -4.25 eV

Geometry as ORCA input:
```
! wB97M-V def2-TZVPD RIJCOSX def2/J DEFGRID3
* xyz -1 1
O -0.634 -1.350 1.038
C -0.568 -1.030 -0.169
O -0.663 -1.636 -1.194
C -0.414 0.508 -0.007
S -1.621 1.558 -0.051
S 1.285 1.104 0.500
H 2.616 0.847 -0.118
*
```


This record from the Open Molecules 2025 dataset describes an isolated molecule of C3H3NO at a distorted geometry. The level of theory is the ωB97M-V functional and the def2-TZVPD basis.

Properties
* frontier orbital gap: 0.375 hartree
* energy relative to the best compared isomer or geometry (same formula, charge and spin): 3.310 eV
* strongest force on any atom: 3.25 eV Å⁻¹
* highest occupied orbital energy: -9.49 eV

Geometry as ORCA input:
```
! wB97M-V def2-TZVPD RIJCOSX def2/J DEFGRID3
* xyz 0 1
C -1.276 -1.789 0.925
C -0.428 -0.963 0.585
C 0.373 0.146 0.178
N 0.215 0.721 -0.931
O 1.115 1.727 -1.093
H -1.902 -2.551 1.330
H 1.156 0.543 0.905
H 0.747 2.166 -1.899
*
```


This record from the Open Molecules 2025 dataset describes a cluster of 10 separate species, C25H37BrCl28N3 in total at a distorted geometry. The level of theory is the ωB97M-V functional and the def2-TZVPD basis.

Properties
* frontier orbital gap: 0.308 hartree
* energy relative to the best compared isomer or geometry (same formula, charge and spin): 0.000 eV
* strongest force on any atom: 2.31 eV Å⁻¹
* highest occupied orbital energy: -12.24 eV

Geometry as ORCA input:
```
! wB97M-V def2-TZVPD RIJCOSX def2/J DEFGRID3
* xyz 1 1
C 5.555 -1.591 1.363
C 6.099 -0.525 0.401
C 4.968 -0.020 -0.526
C 4.230 1.133 0.150
C 2.920 1.588 -0.514
C 2.148 0.482 -1.225
C 0.705 0.911 -1.550
C -0.363 -0.125 -1.103
C -0.416 -0.113 0.422
C -0.903 1.196 1.033
N -1.298 1.320 2.232
C -0.038 -1.471 -1.785
Br -0.723 -2.996 -0.815
C -0.606 -1.221 -3.239
Cl -1.290 -2.721 -3.921
C -1.789 -0.360 -2.917
N -1.673 0.173 -1.760
N -2.665 1.002 -1.235
C -3.812 0.456 -1.000
C -4.021 -0.989 -0.650
C -5.034 1.302 -1.093
H 6.336 -2.041 1.974
H 5.077 -2.393 0.797
H 4.775 -1.155 1.994
H 6.536 0.303 0.961
H 6.851 -1.035 -0.205
H 4.333 -0.893 -0.696
H 5.423 0.272 -1.474
H 4.021 0.858 1.187
H 4.921 1.977 0.183
H 2.277 2.016 0.260
H 3.136 2.401 -1.213
H 2.146 -0.402 -0.579
H 2.658 0.171 -2.139
H 0.469 1.904 -1.170
H 0.621 0.984 -2.640
H 0.586 -0.288 0.817
H -1.061 -0.893 0.823
H -0.918 2.096 0.419
H -1.251 0.428 2.731
H 1.015 -1.699 -1.906
H 0.121 -0.791 -3.922
H -2.625 -0.196 -3.583
H -3.190 -1.405 -0.085
H -4.100 -1.573 -1.575
H -4.973 -1.119 -0.139
H -5.720 0.745 -1.738
H -5.506 1.376 -0.113
H -4.831 2.270 -1.541
C -9.007 1.777 0.709
Cl -7.777 2.994 1.078
Cl -10.290 2.458 -0.275
Cl -8.267 0.391 -0.095
H -9.436 1.437 1.643
C -10.035 -3.059 1.897
Cl -8.478 -3.889 1.921
Cl -9.877 -1.421 2.539
Cl -10.704 -3.027 0.268
H -10.718 -3.603 2.535
C 5.813 -3.865 -2.762
Cl 5.956 -2.116 -2.966
Cl 7.363 -4.575 -2.330
Cl 4.584 -4.237 -1.551
H 5.495 -4.290 -3.705
C 2.574 4.825 2.402
Cl 3.123 6.485 2.552
Cl 1.441 4.671 1.050
Cl 3.942 3.718 2.224
H 2.046 4.559 3.309
C -0.200 8.876 3.954
Cl -0.655 8.814 5.655
Cl 1.211 9.908 3.718
Cl 0.106 7.256 3.323
H -1.025 9.301 3.399
C -6.322 6.469 0.294
Cl -4.658 6.464 -0.303
Cl -6.438 7.321 1.830
Cl -7.418 7.159 -0.900
H -6.613 5.442 0.458
C 2.605 -0.756 -6.431
Cl 4.111 -1.600 -6.119
Cl 1.226 -1.782 -6.010
Cl 2.532 0.761 -5.526
H 2.547 -0.525 -7.487
C 3.157 -7.438 0.568
Cl 4.718 -7.886 1.242
Cl 2.842 -5.717 0.830
Cl 3.071 -7.834 -1.148
H 2.389 -7.999 1.083
C 4.988 -7.123 5.140
Cl 4.930 -5.794 3.983
Cl 5.328 -6.533 6.764
Cl 3.479 -8.041 5.108
H 5.790 -7.788 4.848
*
```


This record from the Open Molecules 2025 dataset describes a cluster of 2 separate species, C5H5NO in total at a distorted geometry. The level of theory is the ωB97M-V functional and the def2-TZVPD basis.

Properties
* frontier orbital gap: 0.367 hartree
* energy relative to the best compared isomer or geometry (same formula, charge and spin): 4.130 eV
* strongest force on any atom: 1.35 eV Å⁻¹
* highest occupied orbital energy: -9.52 eV

Geometry as ORCA input:
```
! wB97M-V def2-TZVPD RIJCOSX def2/J DEFGRID3
* xyz 0 1
N 0.754 -2.077 -1.900
C 0.584 -1.026 -1.446
C 0.369 0.293 -0.879
C 1.259 0.732 0.279
C -0.152 0.419 0.506
C -0.768 -0.336 1.396
O -1.265 -0.812 2.333
H 0.096 1.045 -1.618
H 1.993 0.027 0.649
H 1.536 1.782 0.302
H -2.312 -0.385 0.212
H -2.095 0.339 0.168
*
```


This record from the Open Molecules 2025 dataset describes a structure of composition C6H8CdIN2O2 at a distorted geometry. The level of theory is the ωB97M-V functional and the def2-TZVPD basis.

Properties
* frontier orbital gap: 0.287 hartree
* energy relative to the best compared isomer or geometry (same formula, charge and spin): 0.254 eV
* strongest force on any atom: 1.08 eV Å⁻¹
* highest occupied orbital energy: -4.74 eV

Geometry as ORCA input:
```
! wB97M-V def2-TZVPD RIJCOSX def2/J DEFGRID3
* xyz -1 1
Cd 0.953 -0.876 -0.521
C 0.713 -1.147 1.722
C 1.504 0.027 1.959
C 0.651 1.105 2.098
C -0.674 0.641 2.016
C -0.650 -0.724 1.814
H 1.039 -2.157 1.976
H 2.580 0.036 2.071
H 0.946 2.126 2.286
H -1.560 1.251 2.126
H -1.507 -1.379 1.775
N -0.327 1.003 -1.454
N -0.891 0.389 -2.601
C -1.161 -1.029 -2.629
O -2.024 -1.361 -3.425
O -0.461 -1.760 -1.888
H -1.038 1.356 -0.803
H 0.282 1.772 -1.747
H -1.650 0.899 -3.051
I 3.275 -0.173 -1.724
*
```


Please write out number 5 again, unchanged.
This record from the Open Molecules 2025 dataset describes a cluster of 2 separate species, C5H5NO in total at a distorted geometry. The level of theory is the ωB97M-V functional and the def2-TZVPD basis.

Properties
* frontier orbital gap: 0.367 hartree
* energy relative to the best compared isomer or geometry (same formula, charge and spin): 4.130 eV
* strongest force on any atom: 1.35 eV Å⁻¹
* highest occupied orbital energy: -9.52 eV

Geometry as ORCA input:
```
! wB97M-V def2-TZVPD RIJCOSX def2/J DEFGRID3
* xyz 0 1
N 0.754 -2.077 -1.900
C 0.584 -1.026 -1.446
C 0.369 0.293 -0.879
C 1.259 0.732 0.279
C -0.152 0.419 0.506
C -0.768 -0.336 1.396
O -1.265 -0.812 2.333
H 0.096 1.045 -1.618
H 1.993 0.027 0.649
H 1.536 1.782 0.302
H -2.312 -0.385 0.212
H -2.095 0.339 0.168
*
```


- Among the records above, which one has the highest strongest force on any atom?
  C3H4N2S